Entry 1:
The following is a DFT calculation (ωB97M-V/def2-TZVPD) of C37H47N5P2SV as an isolated structure in a non-equilibrium geometry.

Charge: +2
Spin multiplicity: 2
HOMO (spin up / spin down): -0.4788 / -0.4877 Eh
Gap between HOMO and LUMO (spin up / spin down): 5.99 / 6.40 eV

Atoms and positions in Å:
V (-0.08, -0.10, -0.58)
S (2.05, -0.57, -1.28)
P (0.97, 1.99, 0.01)
P (-0.90, -0.97, -2.68)
N (-1.51, 0.97, -0.61)
N (3.54, -3.24, 1.07)
N (1.40, -1.51, 1.14)
N (3.14, -2.54, 0.04)
N (0.31, -0.81, 1.09)
C (0.51, 2.82, -2.58)
C (-3.47, -1.91, -1.84)
C (3.73, -2.82, 2.39)
C (2.49, 3.71, 1.78)
C (-3.84, 0.29, -0.17)
C (2.30, 2.27, 1.29)
C (4.08, -1.49, 2.67)
C (-2.60, 0.14, -0.83)
C (0.17, -1.35, 3.46)
C (-1.82, -0.76, 2.25)
C (-2.84, 3.05, -0.49)
C (-2.75, -1.22, -4.83)
C (-4.68, -1.72, -1.20)
C (-1.58, 0.98, -4.58)
C (-0.43, -0.94, 2.27)
C (-0.54, 2.96, 0.27)
C (-0.59, -1.59, 4.59)
C (2.06, 1.40, 2.52)
C (-1.97, -1.43, 4.55)
C (1.66, 2.67, -1.59)
C (-1.45, -0.54, -4.43)
C (-1.86, 4.95, 0.61)
C (3.66, -3.75, 3.43)
C (4.34, -2.05, 4.99)
C (-0.48, -3.41, -1.38)
C (-2.58, -1.01, 3.37)
C (-0.22, -2.72, -2.72)
C (2.44, 3.97, -1.50)
C (-1.67, 2.31, -0.29)
C (3.95, -3.36, 4.72)
C (-2.93, 4.35, -0.02)
C (-4.86, -0.61, -0.38)
C (-0.56, -3.65, -3.89)
C (4.41, -1.12, 3.96)
C (-2.44, -0.97, -1.70)
C (-0.65, 4.27, 0.72)
C (2.23, -1.60, 0.11)
H (-0.61, 1.45, -4.66)
H (-2.32, -0.49, 1.34)
H (2.17, 0.34, 2.31)
H (2.74, 4.25, -2.51)
H (-0.08, 3.71, -2.35)
H (-0.15, 1.95, -2.54)
H (1.24, -1.50, 3.50)
H (-3.85, 4.89, -0.15)
H (0.86, -2.51, -2.79)
H (-5.48, -2.42, -1.36)
H (-2.12, 1.20, -5.50)
H (-1.95, 5.95, 0.99)
H (4.73, -0.11, 4.16)
H (-3.65, -0.90, 3.33)
H (1.06, 1.58, 2.92)
H (4.18, -0.78, 1.86)
H (2.78, 1.66, 3.29)
H (4.60, -1.76, 5.99)
H (1.82, 4.78, -1.12)
H (-3.66, 2.62, -1.04)
H (-1.48, -3.84, -1.34)
H (-3.32, -2.77, -2.47)
H (2.48, 4.44, 0.98)
H (3.34, 3.88, -0.91)
H (-0.36, -2.72, -0.53)
H (-2.70, -2.30, -4.76)
H (0.19, 4.77, 1.16)
H (3.21, 1.93, 0.77)
H (3.38, -4.77, 3.22)
H (-2.57, -1.64, 5.42)
H (0.90, 2.92, -3.58)
H (-5.81, -0.45, 0.11)
H (-2.95, -0.98, -5.88)
H (-2.14, 1.42, -3.76)
H (1.73, 3.96, 2.51)
H (0.09, -4.52, -3.81)
H (-0.11, -1.90, 5.50)
H (3.90, -4.16, 0.83)
H (2.34, 1.88, -1.94)
H (-3.59, -0.85, -4.24)
H (3.88, -4.08, 5.52)
H (-1.58, -4.02, -3.86)
H (0.23, -4.23, -1.24)
H (-0.63, -0.89, -5.06)
H (-3.97, 1.10, 0.53)
H (-0.37, -3.19, -4.85)
H (3.45, 3.78, 2.27)

=====

Entry 2:
The following is a DFT calculation (ωB97M-V/def2-TZVPD) of C37H48N5P2SSiV as an isolated structure.

Charge: +1
Relative energy (zero: lowest compared OMol25 entry of this formula, charge and spin): 3.78 kcal/mol
Spin multiplicity: 4
HOMO (spin up / spin down): -0.3525 / -0.3638 Eh
Gap between HOMO and LUMO (spin up / spin down): 7.57 / 7.65 eV

Atoms and positions in Å:
V (-0.11, -0.19, 0.58)
S (4.07, 6.04, -1.29)
P (0.48, 2.34, 0.63)
P (2.30, 0.41, -0.02)
Si (0.30, -3.73, 0.54)
N (-0.49, -2.22, 0.28)
N (0.07, -0.40, 2.72)
N (-1.23, -0.59, 3.30)
N (2.08, 2.09, 0.07)
N (-2.08, -0.67, -0.09)
C (2.01, -0.92, -4.40)
C (-0.07, 3.84, -0.20)
C (3.96, 3.74, 0.32)
C (2.78, -1.30, -2.15)
C (2.95, 3.07, -0.61)
C (3.70, 7.09, 0.13)
C (6.37, 0.05, 0.24)
C (6.55, -0.16, 1.60)
C (2.63, -1.73, -3.46)
C (3.99, 0.11, 0.56)
C (-4.09, -2.50, -0.43)
C (0.63, 2.82, 2.38)
C (-0.56, 3.04, 3.08)
C (-4.37, -1.13, -0.50)
C (-0.77, 3.71, -1.41)
C (1.84, 2.84, 3.07)
C (-2.82, -2.96, -0.19)
C (1.97, -3.31, 1.31)
C (1.53, 0.33, -4.02)
C (-0.82, 6.10, -1.64)
C (0.24, 5.11, 0.28)
C (-3.33, -0.24, -0.32)
C (-0.53, 3.30, 4.44)
C (1.86, 3.10, 4.43)
C (0.68, 3.33, 5.12)
C (4.18, -0.11, 1.92)
C (2.31, -0.04, -1.77)
C (0.56, -4.64, -1.07)
C (5.46, -0.24, 2.44)
C (5.10, 0.19, -0.28)
C (-1.79, -2.01, -0.01)
C (-0.14, 6.23, -0.44)
C (4.89, 4.67, -0.44)
C (-1.13, 4.84, -2.12)
C (-3.53, 1.25, -0.40)
C (-0.65, -4.81, 1.75)
C (1.68, 0.77, -2.72)
H (3.26, -1.94, -1.42)
H (4.62, 7.36, 0.66)
H (5.60, -0.41, 3.50)
H (4.55, 2.97, 0.83)
H (-1.76, 0.27, 3.15)
H (3.31, -0.17, 2.58)
H (2.33, -2.33, 0.96)
H (2.73, -4.05, 1.04)
H (1.05, 0.96, -4.76)
H (2.76, 2.65, 2.54)
H (3.48, 2.55, -1.41)
H (1.92, -3.29, 2.40)
H (5.42, 4.12, -1.22)
H (7.23, 0.11, -0.42)
H (-1.67, 4.73, -3.06)
H (-0.40, -4.86, -1.54)
H (0.03, -5.33, 2.43)
H (0.76, 5.21, 1.23)
H (1.14, -4.03, -1.77)
H (0.62, 0.30, 3.21)
H (-1.16, -0.72, 4.31)
H (-4.58, 1.52, -0.25)
H (5.65, 5.08, 0.23)
H (-2.60, -4.01, -0.12)
H (-5.37, -0.77, -0.68)
H (-3.22, 1.61, -1.38)
H (0.55, -1.30, 2.79)
H (-1.01, 2.72, -1.78)
H (1.31, 1.75, -2.43)
H (1.89, -1.26, -5.42)
H (1.08, -5.58, -0.91)
H (-1.24, -5.58, 1.24)
H (0.70, 3.53, 6.18)
H (3.42, 4.30, 1.09)
H (4.96, 0.35, -1.35)
H (3.00, 6.61, 0.82)
H (2.81, 3.12, 4.96)
H (3.24, 8.00, -0.26)
H (-1.46, 3.49, 4.97)
H (-1.51, 3.02, 2.55)
H (7.55, -0.26, 2.00)
H (3.00, -2.71, -3.75)
H (-2.92, 1.76, 0.35)
H (-1.10, 6.98, -2.20)
H (-1.33, -4.21, 2.35)
H (0.10, 7.22, -0.06)
H (2.33, 3.83, -1.08)
H (-4.90, -3.21, -0.57)

=====

Entry 3:
The following is a DFT calculation (ωB97M-V/def2-TZVPD) of C37H49AsFeN3O2 as an isolated structure in a non-equilibrium geometry.

Charge: +1
Relative energy (zero: lowest compared OMol25 entry of this formula, charge and spin): 23.52 kcal/mol
Spin multiplicity: 5
HOMO (spin up / spin down): -0.3440 / -0.3602 Eh
Gap between HOMO and LUMO (spin up / spin down): 7.61 / 8.06 eV

Atoms and positions in Å:
As (-1.94, 1.72, 0.32)
Fe (0.12, -0.88, -0.88)
O (0.56, 0.20, 1.30)
O (-1.46, 0.79, -0.97)
N (4.50, -0.33, 0.09)
N (2.96, -2.06, 0.30)
N (2.46, -0.33, -1.11)
C (2.82, 0.94, -1.74)
C (0.98, -1.66, 2.86)
C (-4.21, -1.17, 2.17)
C (-4.27, -0.81, 3.50)
C (-5.06, 3.50, -1.83)
C (1.37, 4.98, 1.04)
C (-2.14, -3.41, -0.05)
C (3.92, -3.04, 0.82)
C (0.77, -4.41, -0.62)
C (0.20, 3.40, -0.34)
C (-0.55, 2.99, 0.76)
C (-2.97, -1.47, -2.56)
C (-3.44, -0.43, 1.28)
C (-0.45, -1.00, -4.30)
C (-2.72, 0.67, 1.74)
C (0.57, -2.65, -2.55)
C (1.16, 4.39, -0.20)
C (-0.33, 3.56, 2.00)
C (0.63, 4.56, 2.14)
C (-0.49, -1.88, -3.08)
C (0.08, -3.32, -1.39)
C (-5.05, 4.49, 0.36)
C (-3.43, 2.82, -0.21)
C (-3.97, 2.71, -1.48)
C (-1.63, -2.07, -2.26)
C (-3.97, 3.70, 0.72)
C (-3.55, 0.29, 3.96)
C (-1.28, -2.94, -1.20)
C (0.52, -0.23, 2.68)
C (1.95, -2.76, -3.14)
C (5.32, -1.02, 1.07)
C (4.90, 0.99, -0.38)
C (-5.59, 4.39, -0.91)
C (3.68, 1.80, -0.82)
C (5.34, -2.50, 0.73)
C (3.32, -0.87, -0.29)
C (-2.79, 1.04, 3.08)
H (-4.77, -2.03, 1.81)
H (1.95, -3.40, -4.02)
H (1.75, 4.70, -1.05)
H (1.90, 1.46, -1.99)
H (6.33, -0.60, 1.03)
H (0.42, -2.32, 2.20)
H (5.59, 0.89, -1.23)
H (2.13, -2.45, -0.12)
H (-5.48, 3.43, -2.83)
H (-3.60, 0.58, 5.00)
H (-3.27, -1.73, -3.58)
H (-4.89, -1.37, 4.19)
H (-6.44, 5.00, -1.18)
H (3.67, -3.25, 1.86)
H (-0.88, 3.23, 2.87)
H (-2.21, -4.50, -0.03)
H (-1.72, -3.08, 0.90)
H (0.80, 5.01, 3.11)
H (-3.54, 2.01, -2.19)
H (-3.54, 3.77, 1.71)
H (5.99, -3.05, 1.42)
H (1.81, -4.51, -0.93)
H (-2.93, -0.38, -2.49)
H (3.84, -3.97, 0.26)
H (3.36, 0.74, -2.67)
H (1.49, 0.29, 1.04)
H (2.04, -1.75, 2.63)
H (4.92, -0.87, 2.08)
H (4.00, 2.71, -1.32)
H (0.74, -4.24, 0.46)
H (0.03, 2.92, -1.30)
H (-1.25, -1.27, -4.99)
H (1.13, 0.45, 3.28)
H (3.09, 2.09, 0.06)
H (-3.40, -0.68, 0.23)
H (5.42, 1.50, 0.43)
H (2.65, -3.17, -2.42)
H (-0.59, 0.05, -4.03)
H (-2.26, 1.91, 3.44)
H (0.81, -1.97, 3.89)
H (0.28, -5.37, -0.82)
H (0.50, -1.10, -4.82)
H (-5.47, 5.19, 1.08)
H (2.31, -1.77, -3.43)
H (-3.75, -1.83, -1.89)
H (-3.15, -3.00, -0.13)
H (-0.52, -0.12, 2.98)
H (2.10, 5.76, 1.16)
H (5.73, -2.62, -0.28)

=====

Entry 4:
The following is a DFT calculation (ωB97M-V/def2-TZVPD) of C37H49ClIrN6O2S2Si2 as an isolated structure.

Charge: +1
Relative energy (zero: lowest compared OMol25 entry of this formula, charge and spin): 0.00 kcal/mol
HOMO (spin up / spin down): -0.3144 / -0.3145 Eh
Gap between HOMO and LUMO (spin up / spin down): 4.63 / 4.64 eV

Atoms and positions in Å:
Ir (-0.19, -0.14, -0.18)
Cl (-1.21, -5.22, -2.28)
S (-2.53, -0.08, -0.33)
S (-0.30, -0.03, -2.54)
Si (-1.31, -0.01, 3.14)
Si (3.16, -0.08, -1.20)
O (-0.12, 2.02, -0.09)
O (-1.51, 2.77, -1.68)
N (-4.24, -0.10, -2.33)
N (-2.24, -0.28, -4.26)
N (1.85, -0.05, -0.02)
N (-0.09, 0.01, 1.87)
N (0.42, 4.28, 0.93)
N (-0.10, -2.14, -0.09)
C (1.25, 0.09, 2.31)
C (2.96, 0.23, 4.05)
C (0.57, 1.64, -5.45)
C (-6.42, 2.13, -1.87)
C (-1.29, 1.60, 4.10)
C (-0.31, 4.38, -0.33)
C (-5.34, -0.11, -1.36)
C (3.95, 0.20, 3.08)
C (-1.27, -0.07, -5.34)
C (-0.63, -2.92, -1.04)
C (-1.11, -1.53, 4.24)
C (-6.71, 3.79, -0.15)
C (-6.86, 3.38, -1.47)
C (1.01, 2.96, -5.49)
C (-0.74, 3.00, -0.80)
C (-5.81, 1.28, -0.96)
C (2.26, 0.05, 1.33)
C (-1.27, 3.72, -5.50)
C (0.58, -2.72, 0.92)
C (3.60, 0.10, 1.75)
C (-2.96, -0.14, -1.94)
C (-6.11, 2.94, 0.76)
C (-0.79, 1.36, -5.43)
C (4.24, -1.61, -0.96)
C (0.09, 4.00, -5.50)
C (4.11, 1.54, -1.14)
C (2.67, -0.21, -3.00)
C (-4.56, 0.14, -3.73)
C (1.63, 0.17, 3.66)
C (-3.62, -0.63, -4.61)
C (-1.89, -0.16, -2.98)
C (-0.50, -4.29, -1.01)
C (-3.10, -0.14, 2.60)
C (-5.66, 1.69, 0.36)
C (0.73, -4.09, 1.00)
C (-1.71, 2.40, -5.47)
C (0.19, -4.90, 0.02)
H (0.88, 0.20, 4.43)
H (-0.23, -1.53, 4.87)
H (1.00, -2.06, 1.67)
H (-6.15, -0.68, -1.81)
H (4.72, 1.68, -0.25)
H (-1.08, -2.43, 3.61)
H (3.60, -2.49, -0.92)
H (-3.67, -0.15, 3.53)
H (-3.43, 0.73, 2.02)
H (-1.78, -0.36, -6.26)
H (2.07, 3.17, -5.51)
H (1.22, 4.89, 0.98)
H (-7.34, 4.04, -2.19)
H (-6.00, 3.24, 1.80)
H (-5.58, -0.20, -3.90)
H (-0.42, 1.76, 4.74)
H (1.29, 0.83, -5.44)
H (-2.77, 2.19, -5.49)
H (-5.01, -0.64, -0.47)
H (-1.20, 5.01, -0.30)
H (-3.80, -0.38, -5.65)
H (-3.34, -1.04, 2.05)
H (-7.07, 4.76, 0.16)
H (3.40, 2.37, -1.19)
H (4.90, -1.72, -1.83)
H (4.86, -1.61, -0.07)
H (-1.99, 4.53, -5.54)
H (0.42, 2.49, 0.62)
H (-6.58, 1.82, -2.90)
H (1.28, -4.51, 1.82)
H (4.99, 0.24, 3.36)
H (-1.98, -1.61, 4.89)
H (0.43, 5.03, -5.52)
H (4.39, 0.07, 1.02)
H (2.09, -1.09, -3.25)
H (0.34, 4.77, -1.11)
H (-1.35, 2.44, 3.41)
H (2.15, 0.67, -3.37)
H (-4.51, 1.21, -3.94)
H (3.21, 0.30, 5.10)
H (-5.20, 1.02, 1.08)
H (-3.77, -1.70, -4.48)
H (-2.18, 1.64, 4.74)
H (-0.42, -0.75, -5.20)
H (-1.16, -2.44, -1.84)
H (3.62, -0.28, -3.55)
H (-0.17, 4.45, 1.73)
H (4.77, 1.61, -2.01)
H (0.30, -5.98, 0.05)

=====

Entry 5:
The following is a DFT calculation (ωB97M-V/def2-TZVPD) of C37H50BIN2O2PdSe2 as an isolated structure.

Charge: -2
HOMO: 0.0005 Eh
Gap between HOMO and LUMO: 3.46 eV

Atoms and positions in Å:
I (8.58, -2.73, 1.07)
Pd (-0.19, -0.16, 0.09)
Se (-0.53, 2.52, 0.26)
Se (-0.75, 0.24, -2.53)
O (2.25, 0.33, 0.98)
O (3.25, 1.64, 2.53)
N (-1.96, -1.98, 2.10)
N (-2.05, -2.73, -0.02)
C (0.51, -3.07, 3.03)
C (-0.69, -3.35, -1.95)
C (5.59, 0.13, 2.37)
C (6.81, -1.61, 1.28)
C (-2.13, -0.49, 4.04)
C (-4.65, -0.81, -2.32)
C (1.74, -2.83, -1.47)
C (-4.54, -0.84, 3.20)
C (-4.30, -2.15, -1.67)
C (-0.24, -2.00, 3.80)
C (-1.92, -2.94, -1.41)
C (-1.70, -3.35, -4.15)
C (-5.46, -3.14, -1.79)
C (-0.34, -0.49, 5.68)
C (4.58, -1.14, 0.61)
C (-1.79, 1.89, -2.28)
C (-0.60, -3.55, -3.32)
C (5.73, -1.89, 0.46)
C (-3.17, 1.14, 2.46)
C (-3.43, 0.15, 3.59)
C (-3.02, -2.71, -2.24)
C (0.70, -4.34, 3.87)
C (1.85, -2.54, 2.51)
C (6.76, -0.61, 2.24)
C (3.19, 0.71, 1.71)
C (-2.90, -2.94, -3.60)
C (-0.43, 0.82, -4.43)
C (0.80, -5.15, -1.04)
C (-2.12, 2.24, -0.84)
C (-1.45, -1.49, 3.33)
C (4.49, -0.12, 1.56)
C (-2.72, -3.63, 0.80)
C (-1.55, -0.01, 5.22)
C (0.51, -3.65, -1.07)
C (-2.64, -3.20, 2.07)
C (-0.27, 4.39, -0.32)
C (0.31, -1.49, 4.97)
B (-1.48, -1.59, 0.75)
H (0.62, 4.76, 0.18)
H (-0.08, -3.34, 2.16)
H (-2.72, 1.78, -2.85)
H (1.27, -1.86, 5.32)
H (3.71, -1.32, -0.01)
H (2.53, -2.29, 3.33)
H (-4.13, -1.96, -0.60)
H (1.70, -1.64, 1.91)
H (2.34, -3.29, 1.89)
H (-4.35, -1.29, 2.23)
H (-2.61, 0.66, 1.65)
H (0.25, -3.33, -0.06)
H (1.67, -1.82, -1.06)
H (-0.09, -5.71, -0.75)
H (0.21, 1.70, -4.46)
H (-3.02, -3.67, 2.97)
H (0.10, -0.08, 6.58)
H (-3.75, -2.75, -4.25)
H (-2.05, 0.79, 5.76)
H (-3.79, -0.14, -2.25)
H (-5.69, -3.35, -2.84)
H (-1.61, -3.50, -5.22)
H (2.65, -3.30, -1.08)
H (-2.57, 1.99, 2.80)
H (-4.63, -1.65, 3.93)
H (7.62, -0.42, 2.88)
H (0.06, -0.01, -4.94)
H (5.79, -2.67, -0.28)
H (1.85, -2.75, -2.55)
H (5.50, 0.92, 3.10)
H (-1.13, 4.99, -0.02)
H (-1.21, 2.69, -2.74)
H (1.34, -4.15, 4.74)
H (-4.12, 1.52, 2.06)
H (-0.13, 4.46, -1.40)
H (0.34, -3.86, -3.75)
H (-3.80, 0.70, 4.46)
H (-4.91, -0.93, -3.37)
H (-5.49, -0.31, 3.16)
H (-2.65, 1.43, -0.35)
H (-6.37, -2.73, -1.33)
H (1.17, -5.12, 3.28)
H (1.59, -5.37, -0.33)
H (-5.23, -4.08, -1.30)
H (-2.72, 3.16, -0.80)
H (-0.26, -4.71, 4.24)
H (1.12, -5.51, -2.03)
H (-5.50, -0.34, -1.81)
H (-1.38, 1.02, -4.93)
H (-3.17, -4.53, 0.42)

=====

no.,total energy (Eh)
1,-3736.223486
2,-4026.835334
3,-5253.343290
4,-3858.209263
5,-6953.261589